Record 1
C6H8N2 as an isolated structure in a non-equilibrium geometry, computed with ωB97M-V/def2-TZVPD.

Output
LUMO level: 1.08 eV
orbital gap: 0.363 Ha
relative energy (zero: lowest compared OMol25 entry of this formula, charge and spin): 7.294 eV
charge: 0
E_HOMO: -8.80 eV
total energy: -9324.414 eV
maximum force: 6.4 eV Å⁻¹

Each line ends with the Löwdin charge.
Element x y z (Å)
C1 -0.57477 -0.65065 2.77072  -0.0399
C2 0.51623 -0.68002 -0.53160  -0.2816
C3 -0.72677 -0.51566 -1.40535  -0.0888
C4 -0.71685 0.78073 -0.47489  -0.2741
C5 0.66483 1.50757 -1.05157  -0.0201
C6 1.45058 0.40432 -1.11831  -0.0896
H1 0.47556 -0.40542 3.31156  0.1151
H2 -1.09774 -1.29006 3.38290  0.0106
H3 0.83087 -1.92872 -0.59320  0.1899
H4 -0.45247 -0.57943 -2.50281  0.1305
H5 -1.59957 -1.09626 -0.91773  0.1176
H6 -1.32139 1.69574 -0.15230  0.1417
H7 1.12677 2.40432 -1.53820  0.1059
H8 2.41149 0.59908 -1.38862  0.0555
N1 -1.00929 -0.46949 1.54160  0.0036
N2 0.02252 0.22395 0.66780  -0.0764

Cartesian forces (eV/Å) of the 6 atoms listed first:
C 2.73 1.28 -2.86
C 2.66 -4.07 -0.86
C -1.54 0.55 2.81
C 1.80 6.01 -1.40
C 0.57 -2.36 -1.37
C -3.60 1.31 1.27

***

Record 2
One molecule with the formula C6H8N2 in a non-equilibrium geometry, computed with ωB97M-V/def2-TZVPD.

Output
LUMO level (alpha / beta): 0.63 / -0.64 eV
orbital gap (alpha / beta): 0.242 / 0.326 Ha
relative energy (zero: lowest compared OMol25 entry of this formula, charge and spin): 2.088 eV
charge: 0
E_HOMO (alpha / beta): -5.97 / -9.52 eV
multiplicity: 3
total energy: -9325.235 eV
maximum force: 3.7 eV Å⁻¹

Each line ends with the Löwdin charge.
Element x y z (Å)
C1 0.39725 0.48742 -0.00038  -0.2965
C2 -0.80304 0.17231 0.88514  -0.4192
C3 -0.02387 -1.23415 -1.71272  -0.2118
C4 1.45091 1.14931 0.45071  0.0910
C5 0.06328 -2.33051 -2.36719  -0.0328
C6 -0.90903 1.09425 2.15405  -0.0478
N1 -1.51270 -0.80389 0.57266  0.2419
N2 0.46066 -0.08422 -1.30910  0.0159
H1 2.32941 1.39707 -0.14650  0.0827
H2 1.49899 1.44562 1.44362  0.0308
H3 1.05784 -2.57817 -2.71847  0.0430
H4 -0.77323 -3.07449 -2.48034  0.0680
H5 -1.95322 0.76490 2.55218  0.0972
H6 -1.14224 2.08034 1.65817  0.0958
H7 -0.06046 0.92287 2.86757  0.0895
H8 -0.08055 0.59134 -1.84939  0.1523

Cartesian forces (eV/Å) of the 6 atoms listed first:
C 0.12 -1.47 0.98
C 1.83 0.24 0.22
C -2.76 -1.69 0.82
C 0.33 -0.03 -1.29
C 0.24 -1.29 -0.34
C -3.18 -1.38 -1.23

***

Record 3
C6H8N2O as an isolated structure in a non-equilibrium geometry, computed with ωB97M-V/def2-TZVPD.

Output
LUMO level: 0.65 eV
orbital gap: 0.347 Ha
relative energy (zero: lowest compared OMol25 entry of this formula, charge and spin): 6.126 eV
charge: 0
E_HOMO: -8.78 eV
total energy: -11373.221 eV
maximum force: 7.1 eV Å⁻¹

Each line ends with the Löwdin charge.
Element x y z (Å)
C1 -3.00198 -0.47251 0.29974  -0.0244
C2 -2.23157 0.41473 -0.30838  -0.2180
C3 -0.83074 0.07309 -0.23694  -0.2309
C4 -0.27230 -1.11792 -0.22830  -0.1076
C5 2.10935 -0.74349 -0.18391  -0.1860
C6 0.03068 1.44250 -0.22524  -0.1695
H1 -3.00904 -1.55527 0.81481  0.1168
H2 -4.15002 0.20920 0.52792  0.1346
H3 -2.56728 1.40891 -0.68046  0.1134
H4 -0.87454 -1.93067 -0.39108  0.0962
H5 2.96174 -1.47997 -0.45051  0.1530
H6 0.95104 0.69778 1.29852  0.0423
H7 -0.75047 2.39286 0.08481  0.1663
H8 0.35326 1.58809 -1.28107  0.1159
N1 2.29225 0.52896 -0.10321  0.0720
N2 1.18970 1.32410 0.62935  -0.0316
O1 0.98638 -1.48509 0.21154  -0.0425

Cartesian forces (eV/Å) of the 6 atoms listed first:
C -6.60 1.47 2.12
C 0.46 -1.75 0.19
C 2.55 4.10 -1.27
C 0.55 1.25 0.98
C 0.53 0.09 0.61
C -2.54 0.09 -0.17

***

Record 4
C6H8N2O as an isolated structure in a non-equilibrium geometry, computed with ωB97M-V/def2-TZVPD.

Output
LUMO level: -1.72 eV
orbital gap: 0.248 Ha
relative energy (zero: lowest compared OMol25 entry of this formula, charge and spin): 10.901 eV
charge: 0
E_HOMO: -8.46 eV
total energy: -11368.446 eV
maximum force: 12.4 eV Å⁻¹

Each line ends with the Löwdin charge.
Element x y z (Å)
C1 1.62924 -0.11259 1.21348  -0.1406
C2 1.36757 0.81998 0.23844  -0.3311
C3 0.23739 0.79026 -0.74232  -0.0231
C4 -0.52849 -0.38665 -0.73984  -0.1892
C5 -1.71742 -0.66571 -1.35441  -0.4842
C6 2.17528 2.04054 0.19935  -0.1236
H1 0.98947 -1.28429 2.69567  0.0726
H2 -0.22566 -0.99241 1.51308  0.1254
H3 2.82842 -0.46926 1.72133  0.2101
H4 0.34374 1.73059 -1.40838  0.1378
H5 -0.07340 -1.31308 -0.04338  0.1494
H6 -1.45986 -1.61235 -2.17154  0.1756
H7 -1.95860 0.32413 -2.26686  0.1962
H8 -3.85831 0.10056 -0.32852  0.3461
N1 0.85647 -1.25168 1.68770  -0.0239
N2 2.12353 3.37387 0.30064  0.0923
O1 -2.72937 -1.09190 -0.51443  -0.1898

Cartesian forces (eV/Å) of the 6 atoms listed first:
C 3.29 -2.88 1.59
C 0.82 -0.77 0.34
C 0.24 -1.46 0.56
C 6.15 1.55 3.72
C -2.86 -0.30 -7.60
C -1.80 11.72 1.32

***

Record 5
One molecule with the formula C6H8N2O in a non-equilibrium geometry, computed with ωB97M-V/def2-TZVPD.

Output
LUMO level: 0.85 eV
orbital gap: 0.362 Ha
relative energy (zero: lowest compared OMol25 entry of this formula, charge and spin): 5.202 eV
charge: 0
E_HOMO: -8.99 eV
total energy: -11374.145 eV
maximum force: 3.2 eV Å⁻¹

Each line ends with the Löwdin charge.
Element x y z (Å)
O1 -2.67027 -1.06487 0.84766  0.1131
C1 -1.95419 -0.36848 0.19064  -0.4513
C2 -1.75333 1.14496 -0.06650  -0.0434
C3 -0.33136 0.78817 -0.50424  -0.2246
C4 0.79795 0.50027 0.49828  -0.1450
C5 2.18478 0.05957 0.71237  -0.0504
C6 1.33315 -0.80633 -0.23311  -0.2263
N1 0.12004 -1.59904 -0.22922  0.0193
N2 -0.86429 -0.64177 -0.66694  -0.0340
H1 -2.47671 1.53048 -0.88182  0.1420
H2 -1.91920 1.79775 0.83270  0.1269
H3 -0.02790 1.19372 -1.49809  0.1416
H4 0.16266 0.13563 1.30601  0.1333
H5 2.49009 -0.30864 1.76697  0.1398
H6 3.06077 0.46151 0.28144  0.0803
H7 1.66477 -0.59180 -1.28209  0.1408
H8 0.18305 -2.23112 -1.07407  0.1379

Cartesian forces (eV/Å) of the 6 atoms listed first:
O 0.31 0.25 -0.25
C -0.17 0.37 -0.40
C -1.96 1.39 0.80
C 0.54 0.32 -2.36
C -1.80 -0.58 -0.79
C 0.32 -2.07 2.40

***

Record 6
C6H8N2O as an isolated structure in a non-equilibrium geometry, computed with ωB97M-V/def2-TZVPD.

Output
LUMO level: -0.52 eV
orbital gap: 0.322 Ha
relative energy (zero: lowest compared OMol25 entry of this formula, charge and spin): 8.803 eV
charge: 0
E_HOMO: -9.29 eV
total energy: -11370.544 eV
maximum force: 11.4 eV Å⁻¹

Each line ends with the Löwdin charge.
Element x y z (Å)
C1 -0.24689 -1.23302 1.69819  -0.1612
C2 0.70108 -0.75267 0.31646  -0.1814
C3 0.37518 0.34640 -0.49658  -0.0936
C4 -1.33553 0.89979 -2.22516  -0.0379
C5 -1.21469 2.03823 -1.22006  -0.0705
C6 2.07718 -0.88786 0.38837  -0.2253
H1 -1.49350 -0.12320 0.47525  0.0989
H2 0.39630 -0.54259 2.83669  0.2090
H3 -0.48800 -2.62003 1.82537  0.1852
H4 1.09450 1.02977 -0.76562  0.1007
H5 -0.38489 0.80323 -2.73880  0.1055
H6 -2.01696 0.20301 -2.52710  0.0848
H7 -0.33953 2.72896 -1.21852  0.0990
H8 -1.95725 2.91810 -0.85320  0.1518
N1 -0.95197 0.57964 -0.81182  -0.1408
N2 3.23117 -0.78944 0.88404  0.1343
O1 -1.61288 -0.67423 1.46162  -0.2587

Cartesian forces (eV/Å) of the 6 atoms listed first:
C -1.53 -0.15 -0.38
C -2.54 2.08 0.61
C -1.12 -4.38 2.36
C 4.42 1.46 2.21
C -1.14 1.47 0.20
C 9.91 0.71 5.52